# 1
98
Properties=species:S:1:pos:R:3:forces:R:3 method="wB97M-V/def2-TZVPD" smiles="CNCOC(=O)OCCCCCOC.C1CCOC1.C1CCOC1.C1CCOC1.C1CCOC1.C1CCOC1" e_homo_ev=-9.07 homo_lumo_gap_ev=9.8 total_charge=0
C 9.311 -1.694 0.411 -0.022 -0.063 -0.034
N 8.130 -0.971 -0.051 -0.111 0.007 0.053
C 6.939 -1.778 0.039 0.062 -0.097 -0.305
O 5.845 -0.866 -0.058 -0.057 0.113 0.390
C 4.641 -1.419 0.195 -0.106 0.303 -0.318
O 4.311 -2.512 -0.164 0.099 -0.393 0.305
O 3.874 -0.534 0.836 0.294 0.053 0.132
C 3.038 -1.073 1.890 -0.298 -0.124 0.030
C 1.873 -0.139 2.116 0.178 0.254 -0.219
C 0.977 0.066 0.897 -0.222 -0.162 0.132
C -0.022 -1.069 0.646 0.025 0.042 -0.045
C -0.906 -1.424 1.849 -0.259 0.004 -0.174
O -0.699 -2.756 2.307 0.039 0.048 0.207
C -1.535 -3.687 1.665 0.071 -0.021 -0.062
H 9.472 -1.611 1.492 0.007 -0.022 -0.010
H 9.200 -2.757 0.186 0.025 0.020 -0.074
H 10.202 -1.346 -0.111 0.002 0.048 0.066
H 7.974 -0.144 0.513 0.087 0.032 -0.053
H 6.911 -2.496 -0.784 -0.003 -0.027 0.034
H 6.855 -2.330 0.989 -0.077 0.044 -0.004
H 2.718 -2.083 1.628 -0.008 0.053 -0.105
H 3.643 -1.106 2.797 0.042 -0.091 -0.030
H 2.282 0.830 2.418 -0.017 -0.024 0.077
H 1.302 -0.525 2.961 0.065 0.000 0.031
H 1.596 0.189 0.005 0.001 0.114 0.023
H 0.418 0.997 1.033 0.014 -0.001 -0.003
H 0.515 -1.976 0.348 -0.025 0.009 0.014
H -0.660 -0.781 -0.193 0.069 -0.087 -0.061
H -1.960 -1.301 1.572 0.001 0.002 0.072
H -0.732 -0.767 2.702 0.068 0.021 -0.042
H -1.416 -3.658 0.575 -0.014 -0.014 0.013
H -2.589 -3.506 1.909 0.006 0.017 -0.037
H -1.257 -4.678 2.022 0.001 -0.001 -0.011
C 3.377 -2.473 7.388 -0.018 -0.016 -0.003
C 4.450 -3.162 6.548 0.012 0.020 0.005
C 4.007 -2.804 5.135 -0.021 -0.035 0.019
O 3.380 -1.523 5.228 0.004 0.046 -0.041
C 3.147 -1.192 6.598 0.003 -0.009 0.007
H 3.682 -2.282 8.416 0.013 -0.002 -0.003
H 2.468 -3.076 7.407 -0.004 0.005 -0.005
H 5.431 -2.731 6.759 0.000 0.003 -0.005
H 4.508 -4.238 6.708 -0.013 0.000 0.004
H 3.281 -3.529 4.750 0.005 -0.006 0.001
H 4.836 -2.739 4.429 -0.006 0.007 -0.003
H 3.848 -0.407 6.900 -0.002 -0.003 0.014
H 2.131 -0.804 6.695 -0.002 0.004 -0.012
C -2.921 2.123 -2.754 0.041 0.002 -0.024
C -3.937 1.173 -3.384 -0.014 -0.031 0.033
C -3.424 -0.177 -2.905 0.074 0.014 -0.076
O -2.815 0.052 -1.629 0.005 -0.055 0.100
C -2.659 1.453 -1.411 -0.008 0.010 -0.019
H -3.282 3.146 -2.649 -0.013 -0.005 0.000
H -2.009 2.137 -3.355 0.000 -0.017 0.000
H -4.936 1.364 -2.982 0.004 0.020 0.000
H -3.988 1.245 -4.468 0.010 0.006 0.000
H -2.666 -0.568 -3.588 -0.044 -0.002 -0.046
H -4.213 -0.922 -2.791 0.010 -0.002 0.050
H -3.382 1.781 -0.655 0.002 0.013 -0.004
H -1.654 1.637 -1.026 -0.002 -0.009 0.013
C 0.984 1.319 -5.882 0.000 0.004 0.025
C 1.059 -0.207 -5.859 -0.002 0.001 -0.021
C -0.260 -0.566 -5.187 0.026 0.021 0.025
O -1.188 0.454 -5.563 -0.062 -0.007 0.029
C -0.495 1.547 -6.165 0.022 -0.006 -0.002
H 1.630 1.778 -6.629 0.003 -0.012 -0.005
H 1.251 1.723 -4.903 -0.006 0.001 0.002
H 1.086 -0.599 -6.878 -0.007 -0.001 0.000
H 1.922 -0.595 -5.320 0.001 0.012 0.007
H -0.159 -0.572 -4.095 0.009 -0.007 0.001
H -0.655 -1.532 -5.502 -0.010 0.004 -0.001
H -0.698 1.551 -7.241 0.011 0.009 -0.002
H -0.875 2.479 -5.741 -0.014 -0.004 -0.002
C -8.254 1.518 -5.758 0.002 0.008 0.020
C -8.089 2.929 -6.319 0.000 -0.007 -0.013
C -6.653 3.248 -5.923 -0.028 -0.010 0.021
O -5.952 2.005 -5.937 0.038 0.022 -0.049
C -6.877 0.922 -6.025 -0.015 0.001 0.003
H -9.055 0.949 -6.227 -0.001 0.010 -0.010
H -8.447 1.560 -4.684 0.005 -0.003 0.002
H -8.190 2.918 -7.407 0.007 -0.002 -0.001
H -8.804 3.646 -5.918 -0.002 -0.007 0.009
H -6.607 3.673 -4.914 -0.007 0.009 -0.003
H -6.159 3.936 -6.609 0.006 -0.005 0.000
H -6.822 0.485 -7.028 -0.012 -0.008 0.003
H -6.590 0.158 -5.301 0.012 0.004 0.000
C -0.323 2.487 6.062 -0.011 0.034 -0.047
C -1.724 3.047 5.818 -0.015 -0.018 0.019
C -1.916 2.757 4.334 0.026 0.012 0.012
O -1.179 1.565 4.062 0.057 -0.016 -0.025
C -0.333 1.253 5.171 -0.014 -0.067 0.017
H -0.122 2.250 7.106 -0.014 -0.002 0.004
H 0.432 3.197 5.720 0.004 -0.006 -0.005
H -2.457 2.496 6.410 -0.004 -0.001 -0.004
H -1.821 4.106 6.054 0.014 0.001 -0.001
H -1.520 3.571 3.717 -0.007 0.012 0.010
H -2.960 2.594 4.061 0.003 -0.009 -0.010
H -0.749 0.386 5.698 0.017 0.005 0.022
H 0.656 0.983 4.796 -0.008 0.009 -0.024

---

# 2
50
Properties=species:S:1:pos:R:3:forces:R:3 method="wB97M-V/def2-TZVPD" e_homo_ev=-4.74 homo_lumo_gap_ev=7.0 total_charge=-1
Cd -0.020 -0.410 -0.115 -0.043 -0.004 0.207
O 3.587 0.120 2.128 -0.065 -0.012 -0.039
C 2.455 0.032 1.654 -0.012 0.033 0.097
O 2.127 -0.113 0.440 0.032 0.087 0.011
C 1.299 0.098 2.688 -0.002 0.003 -0.171
C 1.626 0.156 4.063 -0.004 0.039 0.208
C 0.625 0.193 4.986 0.024 0.015 -0.067
C -0.723 0.167 4.556 -0.029 -0.028 -0.243
C -1.826 0.181 5.438 -0.083 0.002 0.035
C -3.104 0.131 4.953 0.014 0.012 0.099
C -3.337 0.065 3.565 0.046 0.005 -0.115
C -2.290 0.055 2.685 -0.014 -0.018 -0.054
C -0.960 0.106 3.162 -0.066 0.038 0.270
N 0.061 0.081 2.265 0.210 -0.043 0.038
H 2.673 0.167 4.329 -0.004 0.007 -0.022
H 0.836 0.239 6.049 0.039 -0.010 -0.005
H -1.644 0.225 6.506 0.013 0.005 -0.004
H -3.946 0.139 5.634 0.020 0.000 0.016
H -4.352 0.018 3.192 0.001 0.006 0.004
H -2.450 -0.008 1.615 -0.025 0.009 0.010
O -2.167 0.193 -0.900 0.099 0.128 0.046
N -2.519 1.402 -0.759 -0.117 -0.151 -0.065
N -1.576 2.221 -0.475 0.047 0.201 0.018
O -0.315 1.918 -0.346 -0.002 -0.500 -0.146
C -1.946 3.589 -0.303 -0.081 0.308 0.063
C -3.281 3.981 -0.215 0.025 -0.118 -0.029
C -3.587 5.319 -0.035 0.028 -0.009 -0.007
C -2.579 6.270 0.062 0.016 0.049 0.012
C -1.255 5.870 -0.027 -0.107 0.045 -0.003
C -0.934 4.533 -0.207 0.140 -0.121 0.001
H -4.059 3.238 -0.285 -0.016 -0.014 0.002
H -4.625 5.619 0.036 -0.002 -0.008 0.006
H -2.827 7.313 0.214 0.004 -0.006 -0.020
H -0.462 6.603 0.044 0.016 -0.016 0.014
H 0.093 4.203 -0.265 -0.031 -0.034 -0.002
C -0.473 -2.571 0.334 -0.075 0.217 -0.165
C 0.180 -3.670 -0.358 0.098 -0.155 -0.161
C 1.470 -4.110 0.001 -0.076 0.132 0.016
C 2.048 -5.210 -0.587 0.030 -0.143 -0.130
C 1.372 -5.925 -1.585 -0.203 0.411 0.241
C 0.115 -5.468 -1.999 0.135 -0.133 -0.043
C -0.455 -4.365 -1.407 -0.010 0.146 0.065
C 1.937 -7.105 -2.140 0.176 -0.339 -0.197
N 2.387 -8.072 -2.579 -0.030 0.082 0.018
H -0.181 -2.533 1.384 -0.046 -0.030 0.032
H -1.557 -2.615 0.235 -0.014 -0.027 0.073
H 2.015 -3.552 0.754 -0.009 -0.052 0.029
H 3.034 -5.541 -0.286 -0.004 0.028 0.038
H -0.405 -6.003 -2.784 -0.024 0.023 0.000
H -1.425 -4.014 -1.742 -0.022 -0.062 0.025

---

# 3
47
Properties=species:S:1:pos:R:3:forces:R:3 method="wB97M-V/def2-TZVPD" e_homo_ev=-6.85 homo_lumo_gap_ev=5.8 total_charge=0
C 3.301 0.986 2.531 0.472 -0.188 0.054
C 3.312 0.368 1.148 -0.835 0.304 0.591
C 2.272 1.035 0.249 1.236 0.166 0.392
O 1.059 0.298 0.388 -0.271 0.311 -0.595
C -0.073 1.029 0.406 -0.549 0.679 0.403
O -0.223 2.068 1.009 0.406 -0.573 -0.503
C -1.157 0.367 -0.399 0.224 -0.295 0.457
S -2.721 1.162 0.019 -0.027 0.308 0.258
C -3.949 -0.134 -0.283 0.490 0.039 -0.559
C -3.544 -1.552 0.056 -0.218 -0.420 0.210
N -3.213 -1.751 1.453 -0.095 0.010 -0.066
C -4.345 -1.414 2.290 -0.005 0.039 -0.245
C -4.887 -0.010 2.048 0.118 -0.151 0.902
N -5.124 0.241 0.596 0.005 0.367 0.017
O 4.591 0.474 0.524 0.085 -0.397 -0.511
C 5.438 -0.548 0.771 0.324 -0.798 1.162
O 5.376 -1.264 1.751 -0.331 0.830 -1.221
C 6.487 -0.690 -0.324 0.032 -0.413 0.648
S 7.876 -1.726 0.204 0.443 0.143 0.088
H 3.407 2.064 2.480 -0.109 0.228 -0.037
H 2.382 0.720 3.043 -0.234 0.118 0.039
H 4.128 0.603 3.117 0.089 -0.167 0.112
H 3.001 -0.668 1.232 0.375 -0.355 -0.085
H 2.161 2.067 0.558 -0.384 0.176 0.016
H 2.633 1.027 -0.775 -0.306 -0.278 -0.285
H -1.161 -0.682 -0.122 -0.027 -0.173 -0.062
H -0.961 0.412 -1.477 -0.161 0.071 -0.337
H -4.292 -0.051 -1.309 -0.130 -0.131 -0.180
H -4.394 -2.204 -0.156 -0.140 -0.111 -0.133
H -2.753 -1.904 -0.592 0.189 0.147 -0.198
H -2.418 -1.181 1.711 0.162 -0.026 0.045
H -4.056 -1.510 3.329 -0.026 0.113 0.255
H -5.146 -2.133 2.125 -0.036 -0.232 -0.114
H -5.807 0.135 2.605 -0.328 0.072 -0.205
H -4.186 0.728 2.411 0.229 0.206 -0.225
H -5.968 -0.235 0.281 0.030 -0.224 -0.067
H -5.294 1.237 0.453 -0.077 0.104 0.034
H 6.035 -1.169 -1.182 -0.227 0.220 -0.270
H 6.869 0.287 -0.588 -0.036 0.177 -0.236
H 7.605 -2.851 -0.466 -0.251 0.104 -0.053
C -0.097 1.473 -4.699 0.053 -0.063 -0.054
C -0.610 0.140 -4.115 0.299 0.028 -0.306
O 0.012 -0.889 -4.417 -0.061 -0.044 0.156
O -1.629 0.235 -3.370 -0.274 0.052 0.614
H 0.779 1.315 -5.326 -0.002 -0.049 0.010
H -0.881 1.941 -5.298 -0.034 0.041 0.083
H 0.167 2.157 -3.889 -0.089 0.033 0.000

---

# 4
13
Properties=species:S:1:pos:R:3:forces:R:3 method="wB97M-V/def2-TZVPD" e_homo_ev="-8.69 / -8.69" homo_lumo_gap_ev="8.9 / 8.9" total_charge=0
C -1.645 0.815 -0.782 3.508 -3.263 -1.505
N -2.458 1.851 -0.865 -2.561 1.407 1.547
N -1.224 0.461 0.455 -4.446 3.642 0.728
N 0.694 -0.854 0.437 -0.099 -0.208 2.367
N -0.283 -0.174 0.957 3.023 -2.964 -3.928
O 0.937 -0.931 -0.849 -0.151 0.641 -0.745
O -1.249 0.232 -1.833 -0.159 0.698 0.561
H -3.194 1.966 -0.120 1.466 0.051 -1.234
H -2.697 2.089 -1.810 -0.366 -0.051 -0.106
H 0.265 -0.513 -1.467 -0.749 0.194 0.641
H 2.558 -0.479 1.962 -0.234 -0.726 3.327
H -0.395 -0.387 1.912 0.416 -0.162 1.483
H 2.496 -0.663 2.819 0.351 0.740 -3.137

---

# 5
63
Properties=species:S:1:pos:R:3:forces:R:3 method="wB97M-V/def2-TZVPD" e_homo_ev="-4.49 / -4.92" homo_lumo_gap_ev="4.2 / 4.7" spin_multiplicity=4 total_charge=0 s2=3.77
P -2.523 -0.885 -2.293 -1.484 -0.385 -0.849
P -0.752 -2.915 0.793 -0.433 -1.648 0.609
C -2.343 -2.652 -1.756 0.122 -0.550 0.170
C -2.282 -3.082 -0.248 -0.530 -0.011 -0.308
H -1.513 -3.104 -2.328 -0.276 0.260 0.257
H -3.258 -3.119 -2.158 0.116 0.123 0.074
H -3.131 -2.652 0.318 0.492 -0.105 -0.255
H -2.459 -4.171 -0.241 0.103 0.170 -0.028
C 0.419 -4.094 0.078 0.197 -0.257 0.033
H 1.430 -3.911 0.473 -0.422 0.105 -0.160
H 0.451 -4.035 -1.019 0.027 0.131 0.344
H 0.107 -5.106 0.369 0.003 0.179 -0.132
C -1.259 -3.636 2.383 -0.299 -0.590 0.004
H -1.319 -4.726 2.290 -0.178 0.128 0.200
H -2.234 -3.234 2.688 0.223 -0.091 -0.010
H -0.511 -3.383 3.153 -0.333 -0.092 -0.431
C -2.739 -0.984 -4.092 -0.284 -0.623 -0.335
H -2.636 0.023 -4.527 -0.038 -0.414 0.276
H -3.736 -1.372 -4.325 0.189 -0.052 -0.202
H -1.975 -1.642 -4.532 -0.215 0.226 0.061
C -4.153 -0.382 -1.669 -0.196 0.235 -0.071
H -4.336 -0.726 -0.641 0.217 0.175 -0.261
H -4.919 -0.808 -2.322 0.025 -0.094 0.070
H -4.243 0.718 -1.692 0.237 -0.521 0.039
V 0.714 1.353 0.017 -2.080 -0.739 -1.204
C 0.074 -1.468 1.309 0.686 3.756 -1.460
C 0.977 -1.078 0.150 1.393 1.395 0.667
C 0.492 -1.174 -1.249 0.307 -1.108 -0.427
C 0.142 0.047 -2.148 -0.645 -0.783 -1.012
C -1.388 0.421 -2.099 2.764 1.235 2.775
C -1.679 0.941 -0.700 0.792 1.039 0.310
C -1.877 0.025 0.444 -1.200 -0.231 0.063
C -0.877 -0.242 1.600 -0.421 -0.921 0.810
C -0.044 3.313 -0.438 0.881 0.292 0.088
H 0.657 -1.693 2.212 -0.177 -0.267 -0.259
H 2.058 -1.221 0.296 -0.551 -0.270 -0.025
H -0.417 -1.795 -1.239 0.077 0.115 -0.215
H 1.201 -1.816 -1.815 -0.133 0.376 -0.151
H 0.793 0.937 -1.956 -0.529 -0.223 -0.373
H 0.380 -0.264 -3.180 0.279 0.162 0.061
H -1.588 1.179 -2.869 -0.250 -0.255 0.186
H -2.192 1.904 -0.637 0.113 -0.513 -0.126
H -2.082 -0.966 0.020 -0.099 -0.134 0.293
H -2.844 0.302 0.917 0.252 -0.165 0.220
H -0.288 0.662 1.877 -0.226 -0.808 -0.087
H -1.480 -0.494 2.488 -0.132 0.158 0.049
H -0.100 3.728 0.588 -0.098 0.303 -0.436
H -0.991 3.465 -0.971 0.286 0.159 0.077
H 0.800 3.767 -0.988 -0.355 0.481 0.171
Cl 6.690 5.774 3.543 0.437 0.380 0.259
C 5.543 4.692 2.877 -0.873 -0.963 -0.763
C 5.737 4.192 1.574 -0.177 0.112 0.541
C 4.784 3.342 1.021 0.150 0.230 0.393
C 3.661 2.999 1.772 -0.095 0.094 0.129
C 3.475 3.464 3.078 0.484 0.130 -0.274
C 4.421 4.318 3.631 0.270 0.103 -0.032
C 2.587 2.208 1.150 -0.995 -0.946 -1.089
O 2.655 1.864 -0.104 0.823 0.756 2.308
O 1.529 1.908 1.825 1.668 0.522 -0.465
H 6.619 4.479 1.011 -0.104 0.009 0.110
H 4.888 2.943 0.013 -0.063 0.154 0.258
H 2.590 3.157 3.630 0.185 0.121 -0.172
H 4.294 4.703 4.643 0.094 -0.056 -0.289

---

| no. | electronic energy (eV) |
| --- | --- |
| 1 | -50944.5303 |
| 2 | -43878.9737 |
| 3 | -50803.8043 |
| 4 | -11184.7635 |
| 5 | -84257.6400 |